Entry 1:
26
Properties=species:S:1:pos:R:3 method="wB97M-V/def2-TZVPD" energy_ha=-972.7345 homo_energy_ev="-17.6 / -20.6" multiplicity=5 charge=+3
O 2.089 2.982 -6.883
C 1.880 2.181 -6.089
Pt 1.491 0.552 -1.848
C 1.113 -1.279 -1.245
O 0.915 -2.243 -0.642
C 1.886 1.843 -0.380
O 2.133 2.596 0.451
C -0.331 1.220 -2.245
O -1.295 1.849 -2.355
C 3.389 0.060 -2.161
O 4.542 -0.063 -2.127
H 1.807 1.818 -2.815
C -2.406 -1.751 3.494
C -1.675 -1.007 2.432
C -2.260 -0.842 1.172
C -1.503 -0.256 0.150
N -0.300 0.252 0.384
C 0.295 0.067 1.554
C -0.383 -0.508 2.634
H -3.356 -1.273 3.723
H -2.614 -2.763 3.143
H -1.777 -1.788 4.377
H -3.279 -1.171 0.952
H -1.837 -0.247 -0.883
H 1.352 0.326 1.602
H 0.125 -0.557 3.604

Entry 2:
25
Properties=species:S:1:pos:R:3 method="wB97M-V/def2-TZVPD" energy_ha=-8079.0389 homo_energy_ev=-3.4 multiplicity=1 charge=-1
Pd -0.466 -0.649 2.117
C 1.236 3.287 0.488
C 1.302 3.000 -0.868
C 0.865 1.774 -1.330
C 0.362 0.837 -0.423
N 0.301 1.145 0.881
C 0.719 2.319 1.330
C -0.120 -0.505 -0.785
C -0.200 -0.923 -2.117
C -0.676 -2.176 -2.444
C -1.083 -3.040 -1.434
C -1.008 -2.641 -0.108
C -0.524 -1.380 0.241
H 1.572 4.235 0.885
H 1.694 3.732 -1.563
H 0.912 1.546 -2.385
H 0.620 2.475 2.398
H 0.104 -0.250 -2.911
H -0.733 -2.483 -3.482
H -1.463 -4.024 -1.682
H -1.330 -3.321 0.667
Se -2.814 -0.158 2.264
Se -1.543 0.757 3.919
Te 0.401 -2.775 3.341
Se 1.872 -0.782 3.001

Entry 3:
20
Properties=species:S:1:pos:R:3 method="wB97M-V/def2-TZVPD" energy_ha=-499.0228 homo_energy_ev=-8.5 multiplicity=1 charge=0
C -1.620 -2.277 0.578
C -0.305 -1.413 0.532
C 0.707 -1.885 1.253
C 1.915 -1.338 1.005
C 1.899 -0.089 0.362
C 0.869 0.478 -0.284
C 0.969 1.885 -0.487
C -0.110 2.466 -1.142
C -1.341 1.912 -1.327
C -1.566 0.693 -0.802
C -0.422 -0.155 -0.192
H -2.642 -1.388 0.577
H 0.570 -2.692 1.980
H 2.755 -1.743 1.623
H 2.692 0.489 0.384
H 2.121 2.103 -0.581
H -0.263 3.621 -1.384
H -2.152 2.363 -1.752
H -2.638 0.552 -0.683
O -1.439 -3.581 0.341

Entry 4:
30
Properties=species:S:1:pos:R:3 method="wB97M-V/def2-TZVPD" energy_ha=-4184.9403 homo_energy_ev="-7.8 / -7.8" multiplicity=2 charge=0
W -2.671 0.712 1.238
S 2.259 1.220 6.647
C 1.079 1.107 5.529
S 0.459 -0.398 4.928
C -0.718 0.271 3.826
C -0.774 1.602 3.749
S -1.938 2.435 2.759
S 0.323 2.480 4.784
S -1.789 -0.769 2.924
S -3.615 -1.418 0.346
Sb -5.019 0.363 -0.415
S -4.949 1.215 1.842
S -2.949 1.718 -0.870
C 0.475 1.233 -1.372
Te -0.006 0.320 0.490
C -0.102 -1.451 -0.689
C 0.868 -1.194 -1.816
C 1.466 -2.228 -2.528
C 2.354 -1.946 -3.558
C 2.650 -0.628 -3.879
C 2.051 0.407 -3.175
C 1.156 0.132 -2.148
H 1.119 2.093 -1.208
H -0.454 1.562 -1.836
H -1.133 -1.541 -1.027
H 0.150 -2.315 -0.081
H 1.242 -3.256 -2.268
H 2.825 -2.756 -4.101
H 3.356 -0.406 -4.669
H 2.286 1.437 -3.423

Entry 5:
143
Properties=species:S:1:pos:R:3 method="wB97M-V/def2-TZVPD" energy_ha=-3209.4661 homo_energy_ev=-9.7 multiplicity=1 charge=0
C 6.661 -2.068 0.105
C 5.867 -0.745 0.193
C 6.132 0.259 -0.974
B 4.786 0.439 -1.745
C 4.056 1.772 -2.072
C 4.261 3.017 -1.182
C 4.238 2.820 0.333
C 3.138 1.894 0.877
C 1.746 1.945 0.224
C 1.311 0.554 -0.235
C -0.191 0.287 -0.217
O -0.402 -1.107 0.073
C -0.128 -1.872 -1.082
H 7.103 -2.193 -0.881
H 5.992 -2.915 0.260
H 7.435 -2.112 0.873
H 4.804 -1.016 0.181
H 6.019 -0.237 1.143
H 6.562 1.195 -0.614
H 6.841 -0.199 -1.673
H 4.261 -0.586 -2.111
H 2.988 1.613 -2.225
H 4.423 2.052 -3.069
H 5.213 3.503 -1.426
H 3.494 3.740 -1.467
H 4.131 3.808 0.792
H 5.193 2.433 0.697
H 3.017 2.151 1.933
H 3.528 0.873 0.870
H 1.028 2.254 0.987
H 1.680 2.698 -0.563
H 1.734 -0.166 0.472
H 1.709 0.303 -1.220
H -0.645 0.487 -1.193
H -0.695 0.861 0.552
H 0.873 -1.700 -1.475
H -0.180 -2.925 -0.804
H -0.844 -1.681 -1.893
O 3.517 1.920 -5.213
H 3.865 1.130 -5.635
H 3.830 2.649 -5.768
O 5.561 0.447 3.348
H 5.374 -0.300 3.927
H 5.048 1.172 3.723
O -0.507 -5.678 0.182
H -1.471 -5.776 0.238
H -0.335 -4.781 0.479
O -3.365 -5.671 0.766
H -3.660 -4.783 0.538
H -3.943 -5.945 1.490
O -2.448 0.259 2.239
H -2.029 -0.522 1.865
H -2.261 0.964 1.610
O 1.298 1.975 4.059
H 0.886 2.403 4.818
H 0.534 1.631 3.582
O -1.792 2.568 3.678
H -2.574 3.090 3.911
H -2.065 1.649 3.803
O 1.739 4.249 -3.419
H 2.196 3.453 -3.719
H 1.957 4.921 -4.072
O 4.720 3.968 -6.913
H 4.807 4.070 -7.869
H 5.384 4.564 -6.550
O 1.978 5.208 -6.979
H 1.321 4.539 -6.763
H 2.794 4.896 -6.570
O -3.217 -3.580 -1.450
H -3.094 -3.583 -2.405
H -2.653 -2.868 -1.130
O -4.316 0.113 4.429
H -3.850 -0.726 4.325
H -4.324 0.459 3.528
O -5.738 -1.661 -2.106
H -5.069 -2.334 -1.919
H -5.306 -1.022 -2.682
O 8.089 1.887 -3.575
H 8.789 1.412 -3.118
H 7.411 2.013 -2.903
O -8.312 -2.016 -3.161
H -8.854 -2.771 -2.907
H -7.497 -2.126 -2.638
O -6.682 -0.689 5.881
H -7.182 0.132 5.854
H -5.774 -0.431 5.680
O 0.018 3.702 6.357
H -0.776 3.982 5.885
H -0.020 4.151 7.208
O -5.260 -6.761 3.133
H -4.558 -7.162 3.654
H -5.969 -6.593 3.761
O -6.276 -2.981 4.091
H -7.160 -3.298 3.888
H -6.403 -2.111 4.498
O -3.940 1.910 6.781
H -4.001 1.589 7.688
H -3.896 1.121 6.225
O -3.936 4.589 4.002
H -4.598 5.000 3.439
H -3.927 5.113 4.808
O 7.228 -4.642 -2.053
H 6.609 -5.348 -1.840
H 7.990 -4.827 -1.494
O -4.182 -2.681 2.042
H -3.489 -2.920 2.667
H -5.006 -2.890 2.507
O -4.474 2.270 9.835
H -4.646 3.215 9.802
H -4.514 2.038 10.768
O -2.322 -2.895 2.322
H -1.888 -2.474 1.568
H -1.594 -3.302 2.804
O -10.973 -1.009 -4.076
H -10.214 -1.358 -3.592
H -11.665 -0.902 -3.418
O 5.069 5.285 -9.931
H 5.394 4.524 -10.422
H 5.334 6.041 -10.463
O 1.338 -7.572 -1.757
H 1.025 -7.022 -1.028
H 0.531 -7.833 -2.209
O 2.541 -0.613 3.093
H 2.089 0.234 3.186
H 3.435 -0.407 2.802
O 1.297 6.322 5.452
H 0.883 5.468 5.636
H 2.148 6.283 5.895
O -7.823 -0.177 -5.757
H -7.913 -0.914 -5.144
H -8.464 0.465 -5.439
O -5.956 -2.244 -7.403
H -6.059 -3.005 -6.825
H -6.598 -1.600 -7.076
O 2.072 -2.872 -3.157
H 2.540 -3.715 -3.190
H 2.128 -2.519 -4.050
O 4.413 -3.384 -1.561
H 3.978 -2.524 -1.550
H 5.335 -3.180 -1.755
O -1.563 3.244 0.519
H -1.622 4.202 0.465
H -1.627 3.073 1.470

Entry 6:
53
Properties=species:S:1:pos:R:3 method="wB97M-V/def2-TZVPD" energy_ha=-4037.7086 homo_energy_ev="-2.3 / -2.3" multiplicity=5 charge=-2
Cr 1.078 1.152 0.585
O -5.605 -3.572 1.216
C -5.081 -2.514 0.794
O -3.873 -2.390 0.194
B -3.753 -0.976 -0.269
O -4.962 -0.238 0.255
C -5.765 -1.091 0.994
O -6.804 -0.803 1.602
O -3.638 -0.912 -1.775
C -2.495 -0.334 -2.073
O -2.119 -0.026 -3.239
C -1.694 -0.007 -0.793
O -2.443 -0.394 0.194
O -0.609 0.544 -0.724
O -3.646 -5.407 1.344
C -2.465 -5.060 1.258
O -1.892 -4.044 1.724
B -0.460 -4.027 1.300
O -0.299 -5.232 0.480
C -1.412 -5.914 0.510
O -1.611 -7.045 0.109
O -0.004 -2.840 0.585
C 0.631 -2.052 1.495
O 0.958 -0.866 1.235
C 0.957 -2.915 2.680
O 0.402 -4.080 2.500
O 1.665 -2.706 3.618
S 0.675 2.216 2.992
O 1.956 1.940 2.395
O 0.370 1.534 4.257
O 0.527 3.536 3.478
O -0.197 1.847 1.929
C 4.841 2.800 0.840
N 3.812 2.847 -0.205
O 4.022 3.487 -1.190
O 2.836 2.092 -0.060
H 4.718 3.689 1.460
H 5.743 2.753 0.230
H 4.604 1.896 1.401
C 0.280 5.117 -2.017
N 0.090 3.700 -1.494
O -0.480 2.850 -2.236
O 0.492 3.324 -0.394
H 0.677 5.738 -1.214
H -0.680 5.507 -2.354
H 1.050 5.165 -2.787
C 3.356 0.542 -3.236
N 2.143 -0.095 -2.659
O 1.941 0.089 -1.481
O 1.427 -0.827 -3.361
H 4.158 -0.042 -2.786
H 3.252 1.598 -2.986
H 3.324 0.442 -4.321

Entry 7:
23
Properties=species:S:1:pos:R:3 method="wB97M-V/def2-TZVPD" energy_ha=-3578.1604 homo_energy_ev=-4.1 multiplicity=1 charge=-1
Pt -1.601 -0.220 -2.432
Br 1.529 -0.819 -2.569
C 1.504 -0.511 -0.700
C 2.739 -0.495 -0.109
C 2.862 -0.358 1.284
C 1.737 -0.279 2.047
C 0.449 -0.307 1.457
C -0.683 -0.274 2.297
C -1.931 -0.333 1.751
C -2.094 -0.367 0.359
C -1.033 -0.359 -0.542
C 0.291 -0.381 0.035
H 3.622 -0.610 -0.723
H 3.845 -0.341 1.737
H 1.804 -0.205 3.127
H -0.535 -0.212 3.369
H -2.808 -0.319 2.388
H -3.102 -0.370 -0.037
Cl -2.931 -1.084 -4.237
C -0.988 1.685 -2.138
H -0.569 2.008 -3.097
H -0.239 1.860 -1.361
H -1.868 2.292 -1.907

Copy entry 1 word for word.
26
Properties=species:S:1:pos:R:3 method="wB97M-V/def2-TZVPD" energy_ha=-972.7345 homo_energy_ev="-17.6 / -20.6" multiplicity=5 charge=+3
O 2.089 2.982 -6.883
C 1.880 2.181 -6.089
Pt 1.491 0.552 -1.848
C 1.113 -1.279 -1.245
O 0.915 -2.243 -0.642
C 1.886 1.843 -0.380
O 2.133 2.596 0.451
C -0.331 1.220 -2.245
O -1.295 1.849 -2.355
C 3.389 0.060 -2.161
O 4.542 -0.063 -2.127
H 1.807 1.818 -2.815
C -2.406 -1.751 3.494
C -1.675 -1.007 2.432
C -2.260 -0.842 1.172
C -1.503 -0.256 0.150
N -0.300 0.252 0.384
C 0.295 0.067 1.554
C -0.383 -0.508 2.634
H -3.356 -1.273 3.723
H -2.614 -2.763 3.143
H -1.777 -1.788 4.377
H -3.279 -1.171 0.952
H -1.837 -0.247 -0.883
H 1.352 0.326 1.602
H 0.125 -0.557 3.604